Formula: C10H36Ag2F2NO14S2
Source: OMol25
Level of theory: the ωB97M-V functional and the def2-TZVPD basis

As for the total charge: +1. As for the LUMO energy (alpha / beta): -4.72 / -7.79 eV. Its spin multiplicity is 3. Its expectation value of S² is 2.01. As for the frontier orbital gap (alpha / beta): 7.78 / 4.70 eV.

```
67
Properties=species:S:1:pos:R:3:mulliken_charge:R:1
Ag 18.026 32.879 2.243 0.506
Ag 19.455 34.909 4.967 0.420
O 19.386 32.592 4.144 0.351
C 20.588 31.969 4.563 0.872
C 21.476 32.603 5.748 0.134
O 21.457 34.019 5.893 -0.091
H 21.320 31.770 3.780 -0.316
H 20.356 30.924 4.765 -0.389
H 22.524 32.524 5.460 0.078
H 21.162 32.075 6.648 0.269
N 18.014 31.017 1.094 0.142
S 17.698 30.821 -0.599 0.895
O 16.357 31.251 -0.959 -0.581
O 18.337 29.771 -1.369 -0.504
F 18.597 31.981 -1.165 -0.255
S 18.115 29.597 1.508 0.865
O 19.253 28.771 1.114 -0.531
O 16.869 28.901 1.581 -0.613
F 18.404 30.033 3.056 -0.257
C 23.969 29.966 4.268 -0.224
O 25.387 30.239 4.001 -0.543
H 23.644 30.083 5.302 0.228
H 23.476 30.783 3.741 -0.011
H 23.678 28.981 3.904 0.304
H 25.591 31.131 4.290 0.280
C 20.903 27.820 5.315 -0.490
O 20.372 27.959 4.001 -0.419
H 21.777 27.170 5.366 0.302
H 21.123 28.806 5.724 0.019
H 20.104 27.537 6.001 0.290
H 20.234 28.910 3.997 0.232
C 17.735 34.161 7.709 -0.737
O 18.029 33.879 6.362 -0.302
H 18.202 35.033 8.168 0.338
H 16.666 34.034 7.880 0.292
H 18.206 33.339 8.249 0.265
H 17.872 32.939 6.246 0.299
C 21.016 32.682 1.071 -0.600
O 19.856 33.497 1.062 -0.264
H 20.823 31.670 1.428 0.129
H 21.507 32.702 0.099 0.460
H 21.834 33.077 1.673 0.177
H 19.985 34.067 0.300 0.208
C 18.225 30.366 7.473 -0.689
O 17.600 31.012 6.427 -0.568
H 19.250 30.598 7.764 0.244
H 17.617 30.617 8.342 0.341
H 18.157 29.286 7.346 0.336
H 18.135 31.025 5.630 0.176
C 22.119 35.541 9.174 -0.623
O 21.192 35.789 8.159 -0.512
H 22.201 36.360 9.887 0.283
H 21.893 34.687 9.813 0.287
H 23.091 35.297 8.745 0.225
H 21.217 35.065 7.529 0.311
C 24.310 35.176 4.348 -0.242
O 24.253 34.680 5.739 -0.538
H 23.540 35.938 4.222 -0.052
H 25.266 35.612 4.058 0.352
H 24.069 34.335 3.698 0.179
H 23.361 34.372 5.917 0.128
C 20.816 37.146 2.763 -0.569
O 20.960 36.335 3.891 -0.208
H 21.792 37.137 2.277 0.259
H 19.998 36.753 2.161 0.165
H 20.571 38.168 3.054 0.293
H 21.785 36.525 4.343 0.198
```